No. 1
ORCA calculation (ωB97M-V/def2-TZVPD) on a single C2H4N4O molecule.

```
11
Properties=species:S:1:pos:R:3:forces:R:3:mulliken_charge:R:1
N 2.106 0.292 0.005 0.01 0.05 -0.03 -0.36
C 0.795 0.004 0.029 -0.05 0.21 0.09 0.48
N -0.184 0.697 0.471 0.24 -0.27 -0.11 -0.62
C -1.314 -0.179 0.327 -0.06 -0.08 0.17 0.34
O -2.416 0.388 -0.286 0.06 0.15 -0.07 -0.50
N -0.814 -1.393 -0.407 0.39 0.02 -0.03 -0.23
N 0.415 -1.303 -0.520 -0.43 0.02 0.03 -0.19
H 2.734 -0.337 -0.468 -0.12 0.08 0.04 0.24
H 2.423 1.212 0.260 -0.05 -0.13 0.00 0.24
H -1.628 -0.583 1.301 0.03 0.04 -0.05 0.26
H -2.116 1.201 -0.712 -0.03 -0.11 -0.02 0.34
```
Forces are in eV/Å.

Its calculated total energy is -372.84571 a.u. The largest force on an atom is 0.4 eV Å⁻¹. For the HOMO energy, the calculation gives -0.35828 hartree. The frontier orbital gap is 9.8 eV. For the energy above the lowest of the compared OMol25 structures with the same formula, charge and spin, the calculation gives 34.27 kcal/mol. As for the structure (SMILES): NC1=N[C@@H](O)N=N1.

No. 2
ORCA calculation (ωB97M-V/def2-TZVPD) on a single C2H4N4O molecule.

```
11
Properties=species:S:1:pos:R:3:forces:R:3:mulliken_charge:R:1
N -1.845 -0.185 -1.197 0.01 -0.01 -0.13 -0.46
C -0.661 0.047 -0.534 -0.07 0.15 -0.19 0.47
N 0.031 1.161 -0.676 -0.18 -0.30 -0.09 -0.74
N 1.049 0.963 0.218 0.27 -0.11 -0.01 0.23
C 0.913 -0.241 0.783 -0.09 0.25 -0.21 0.50
O 1.732 -0.695 1.742 -0.32 0.25 0.18 -0.49
N -0.158 -0.861 0.349 0.09 0.30 0.04 -0.61
H -1.932 0.365 -2.038 -0.09 -0.06 0.02 0.27
H -2.037 -1.167 -1.335 0.02 0.13 0.01 0.26
H 1.803 1.628 0.285 -0.11 -0.16 0.12 0.23
H 1.092 -1.000 2.400 0.48 -0.43 0.26 0.35
```
Forces are in eV/Å.

Its calculated total energy is -372.88853 a.u. The largest force on an atom is 0.7 eV Å⁻¹. For the HOMO energy, the calculation gives -0.31660 hartree. The frontier orbital gap is 9.3 eV. For the energy above the lowest of the compared OMol25 structures with the same formula, charge and spin, the calculation gives 7.41 kcal/mol. As for the structure (SMILES): Nc1n[nH]c(O)n1.

No. 3
ORCA calculation (ωB97M-V/def2-TZVPD) on a single C2H4N4O molecule in a non-equilibrium geometry.

```
11
Properties=species:S:1:pos:R:3:forces:R:3:mulliken_charge:R:1
N 2.222 -0.333 0.085 0.50 -0.89 -2.12 -0.48
N 1.304 0.713 0.014 -0.37 0.55 0.37 -0.41
C 0.092 0.392 0.081 -0.49 -1.99 -0.17 0.73
C -1.177 1.139 0.045 1.52 -1.09 -0.66 -0.22
N -2.154 0.356 -0.133 -0.79 -0.34 0.74 -0.41
N -1.733 -1.003 -0.090 0.58 1.08 0.57 -0.16
O -0.289 -0.974 0.030 0.20 1.14 -0.01 -0.29
H 1.896 -1.192 -0.449 -0.08 1.08 1.08 0.24
H 2.987 -0.015 -0.527 -0.05 -0.04 0.84 0.27
H -1.189 2.200 0.067 -0.48 0.67 -0.06 0.43
H -1.959 -1.282 0.877 -0.54 -0.16 -0.57 0.29
```
Forces are in eV/Å.

Its calculated total energy is -372.74637 a.u. The largest force on an atom is 2.4 eV Å⁻¹. For the HOMO energy, the calculation gives -0.32622 hartree. The frontier orbital gap is 9.3 eV. For the energy above the lowest of the compared OMol25 structures with the same formula, charge and spin, the calculation gives 96.61 kcal/mol. As for the structure (SMILES): N/N=c1/cn[nH]o1.